This record from the Open Molecules 2025 dataset describes a 2-piece molecular cluster, C4H8NO3 overall. The level of theory is wB97M-V/def2-TZVPD.

```
16
C4H8NO3 wB97M-V/def2-TZVPD
C -1.1360 -0.7743 -1.4199
C -2.4160 -0.5870 -0.5515
O -2.5582 0.5593 -0.0621
O -3.0995 -1.6089 -0.3500
H -1.3935 -0.4146 -2.4225
H -0.8182 -1.8140 -1.4394
H -0.3355 -0.1078 -1.1184
C 0.3751 0.3696 1.3960
C 1.7680 0.1522 0.9214
O 2.5989 -0.5474 1.4771
N 2.2353 1.0957 0.0209
H 3.1984 0.8933 -0.2000
H 1.6977 1.5133 -0.7189
H 0.0492 -0.1948 2.2592
H -0.3900 0.0272 0.6797
H 0.2244 1.4382 1.5284
```

Output
energy above the lowest of the compared OMol25 structures with the same formula, charge and spin = 104.0 kJ/mol
spin multiplicity = 1
HOMO = -4.21 eV
Kohn-Sham gap = 0.28371 hartree
total charge = -1
LUMO energy = 3.5 eV

This record from the Open Molecules 2025 dataset describes one molecule with the formula C6H12O. The level of theory is wB97M-V/def2-TZVPD.

```
19
C6H12O wB97M-V/def2-TZVPD
C -2.1041 -0.8958 0.3540
C -1.3213 0.4338 0.1537
C -1.0362 0.8644 -1.2091
C 0.2773 0.9482 -0.5266
C 1.1644 -0.1811 -0.1241
C 2.5984 0.1755 0.2699
O 0.5451 -0.6448 1.1052
H -1.8020 -1.7208 -0.3045
H -3.1565 -0.6829 0.0759
H -2.1510 -1.2862 1.3812
H -1.5335 1.1317 0.9500
H -1.1624 0.0903 -1.9593
H -1.4512 1.8254 -1.4650
H 0.6594 1.9546 -0.2915
H 1.1663 -0.9908 -0.8686
H 3.2594 0.4104 -0.5699
H 3.0142 -0.6839 0.8079
H 2.5943 1.0237 0.9648
H 0.4201 -1.5918 1.0909
```

Output
energy above the lowest of the compared OMol25 structures with the same formula, charge and spin = 324.8 kJ/mol
spin multiplicity = 1
HOMO = -7.65 eV
Kohn-Sham gap = 0.31933 hartree
SMILES = C[C@@H]1C[C@@H]1[C@@H](C)O
LUMO energy = 1.0 eV

This record from the Open Molecules 2025 dataset describes a 4-piece molecular cluster, C27H34N7O8 overall. The level of theory is wB97M-V/def2-TZVPD.

```
76
C27H34N7O8 wB97M-V/def2-TZVPD
C -5.0347 6.3137 -1.2968
C -3.8893 5.5785 -1.6575
N -3.1467 4.7536 -0.6348
C -1.9713 4.1560 -1.2796
N -1.0304 4.8872 -1.9842
N -1.7168 2.7050 -1.1533
N -1.6631 2.2061 -2.4628
C -0.3974 2.5920 -0.4504
C -0.3307 1.3357 0.5636
C -1.4829 1.3448 1.6854
C -0.7786 1.1235 3.1400
O -1.0982 1.8158 4.1334
O 0.1949 0.0821 3.2107
C 1.3521 0.4670 3.9938
C 2.3573 1.4636 3.2398
H -5.4675 6.1478 -0.2504
H -5.4808 7.0855 -2.0065
H -3.5293 5.6303 -2.7402
H -2.7447 5.4791 -0.0016
H -0.1958 5.2894 -1.5357
H -1.2270 4.9907 -2.9925
H -0.7673 2.4276 -2.9342
H -2.3778 2.7357 -3.0062
H 0.5004 2.4859 -1.1639
H -0.1814 3.5390 0.1704
H 0.6958 1.3999 1.0613
H -0.3539 0.3466 -0.0203
H -2.1185 0.3988 1.5047
H -2.1602 2.2557 1.6640
H 1.1103 0.8987 5.0188
H 1.9474 -0.5030 4.1782
H 2.5690 1.0696 2.1853
H 3.3854 1.5306 3.7534
H 1.8560 2.4871 3.1381
C -0.0333 -3.7523 0.1830
C -0.4772 -4.5846 -0.8402
C -1.8192 -4.5856 -1.2048
C -2.7082 -3.7444 -0.5393
C -2.2720 -2.9148 0.4909
C -0.9281 -2.9211 0.8509
N -4.1179 -3.7232 -0.9361
O -4.4687 -4.4773 -1.8304
O -4.8618 -2.9491 -0.3527
H 1.0160 -3.7505 0.4606
H 0.2249 -5.2311 -1.3559
H -2.1526 -5.2385 -2.0037
H -2.9598 -2.2618 1.0168
H -0.5773 -2.2761 1.6504
C -1.0493 -10.3241 1.5138
C -1.2629 -9.0580 0.9772
C -0.3329 -8.0463 1.1883
C 0.8117 -8.3158 1.9360
C 1.0280 -9.5787 2.4822
C 0.0910 -10.5837 2.2683
N 1.8061 -7.2604 2.1397
O 1.5737 -6.1587 1.6610
O 2.8117 -7.5396 2.7716
H -1.7749 -11.1132 1.3423
H -2.1543 -8.8608 0.3912
H -0.5109 -7.0639 0.7649
H 1.9138 -9.7943 3.0691
H 0.2509 -11.5715 2.6865
C 5.2704 7.2087 -2.7060
C 4.1302 7.2145 -3.5045
C 3.2062 6.1812 -3.4058
C 3.4324 5.1468 -2.4984
C 4.5758 5.1313 -1.7015
C 5.4955 6.1678 -1.8095
N 2.4510 4.0695 -2.3723
O 1.4640 4.1031 -3.1017
O 2.6645 3.1967 -1.5447
H 5.9871 8.0204 -2.7820
H 3.9612 8.0275 -4.2023
H 2.3223 6.1973 -4.0335
H 4.7612 4.3279 -0.9972
H 6.3872 6.1674 -1.1923
```

Output
energy above the lowest of the compared OMol25 structures with the same formula, charge and spin = 262.0 kJ/mol
spin multiplicity = 1
HOMO = -11.34 eV
Kohn-Sham gap = 0.18758 hartree
total charge = +1
LUMO energy = -6.2 eV

This record from the Open Molecules 2025 dataset describes C31H21HfN5S4Se as an isolated structure. The level of theory is wB97M-V/def2-TZVPD.

```
63
C31H21HfN5S4Se wB97M-V/def2-TZVPD
Hf 0.9057 -0.0428 -0.0666
S 1.0474 -2.4490 -0.7271
C 2.0582 -2.5998 0.7176
C 1.8029 -3.5740 1.6856
C 2.6217 -3.6968 2.7880
C 3.7166 -2.8498 2.9516
C 3.9881 -1.8762 2.0117
C 3.1461 -1.7401 0.9083
S 3.4712 -0.5817 -0.4448
C 4.3221 0.7919 0.3654
C 3.4881 2.0135 0.6458
C 4.1749 3.1869 0.9215
C 3.4711 4.3085 1.3051
C 2.0921 4.2207 1.4127
C 1.4612 3.0310 1.1121
C -0.0332 2.9513 1.2823
S -0.7151 2.0565 -0.1315
C -1.9028 0.7730 0.4994
C -3.2909 1.2923 0.3385
C -4.0856 1.4189 1.4015
C -3.7037 0.9765 2.7483
C -2.5813 0.2932 2.9632
C -1.6868 -0.0377 1.8217
S 0.0836 -0.1437 2.2866
N 2.1463 1.9305 0.7015
H 0.9593 -4.2370 1.5460
H 2.4201 -4.4651 3.5220
H 4.3739 -2.9634 3.8024
H 4.8730 -1.2677 2.1325
H 5.1718 1.0521 -0.2638
H 4.7273 0.4311 1.3084
H 5.2532 3.2067 0.8409
H 3.9829 5.2365 1.5222
H 1.5058 5.0747 1.7213
H -0.4692 3.9460 1.3161
H -0.2812 2.4023 2.1916
H -3.5913 1.6460 -0.6405
H -5.0620 1.8697 1.2769
H -4.3665 1.2142 3.5695
H -2.2869 -0.0405 3.9499
Se -4.7534 -2.2873 -5.1334
N -4.6857 -2.2198 -3.3769
C -3.5428 -1.6479 -3.0612
C -3.1192 -1.3979 -1.6988
C -3.8972 -1.8240 -0.5313
C -3.3754 -1.7619 0.6922
C -1.9675 -1.2978 0.9261
N -1.4624 -0.4721 -0.2154
C -1.9389 -0.7646 -1.5315
C -1.0419 -0.4250 -2.6019
N 0.1800 0.0622 -2.2659
C 1.0229 0.3833 -3.2494
C 0.7094 0.2382 -4.5945
C -0.5185 -0.2916 -4.9382
C -1.4162 -0.6387 -3.9291
C -2.7140 -1.2514 -4.1651
N -3.1891 -1.5058 -5.3633
H -4.8867 -2.2230 -0.7063
H -3.9224 -2.1202 1.5556
H -1.3207 -2.1428 1.1695
H 1.9965 0.7614 -2.9565
H 1.4315 0.5199 -5.3464
H -0.7964 -0.4519 -5.9721
```

Output
energy above the lowest of the compared OMol25 structures with the same formula, charge and spin = 279.1 kJ/mol
spin multiplicity = 1
HOMO = -13.65 eV
Kohn-Sham gap = 0.27775 hartree
total charge = +2
LUMO energy = -6.1 eV

This record from the Open Molecules 2025 dataset describes one molecule with the formula C4H8O3. The level of theory is wB97M-V/def2-TZVPD.

```
15
C4H8O3 wB97M-V/def2-TZVPD
C 2.6183 -0.2409 -0.0270
O 1.2334 -0.5925 -0.3758
C 0.2424 0.2097 -0.0416
O 0.4593 1.3058 0.4686
C -1.1697 -0.2430 -0.4256
C -1.5210 -1.3041 0.6292
O -2.0274 0.8375 -0.3078
H 3.3751 -0.7431 -0.3674
H 2.9758 0.6697 -0.3170
H 2.6857 0.2008 1.1261
H -1.4407 -0.4812 -1.6296
H -1.4460 -0.8425 1.6219
H -0.8754 -1.9125 0.1889
H -2.1783 -1.5449 0.0410
H -1.4381 1.7176 0.2458
```

Output
energy above the lowest of the compared OMol25 structures with the same formula, charge and spin = 593.8 kJ/mol
spin multiplicity = 1
HOMO = -9.80 eV
Kohn-Sham gap = 0.38791 hartree
SMILES = COC(=O)[C@@H](C)O
LUMO energy = 0.8 eV

This record from the Open Molecules 2025 dataset describes a 2-piece molecular cluster, C34H34ClN4 overall. The level of theory is wB97M-V/def2-TZVPD.

```
73
C34H34ClN4 wB97M-V/def2-TZVPD
Cl 0.4554 -0.1281 -6.2097
C 0.4500 -1.1844 -4.8679
C 1.5239 -1.1592 -3.9663
C 1.5091 -1.9909 -2.8559
C 0.4364 -2.8935 -2.6257
C 0.5037 -3.8286 -1.5484
C -0.5288 -4.8914 -1.2980
C 0.1472 -5.8947 -0.2945
C 1.5227 -5.3239 -0.1206
C 1.6818 -4.1421 -0.8233
C -0.6360 -2.8992 -3.5592
C -0.6084 -2.0820 -4.6812
H 2.3640 -0.4932 -4.1357
H 2.3518 -1.9761 -2.1618
H -1.4828 -4.4996 -0.9281
H -0.7616 -5.4549 -2.2119
H -0.4060 -5.9265 0.6495
H 0.1270 -6.9162 -0.7012
H 2.2928 -5.8230 0.4615
H 2.5991 -3.5506 -0.8538
H -1.4699 -3.5851 -3.3961
H -1.4038 -2.1289 -5.4148
C 5.2083 -0.6132 -2.0145
C 5.2808 0.6815 -2.5404
C 4.5709 1.7202 -1.9407
C 3.7825 1.4737 -0.8145
C 3.0616 2.6444 -0.1934
N 2.1462 2.2615 0.8822
C 2.3765 2.9368 2.1409
C 1.6225 2.2763 3.2697
N 0.2732 1.9492 2.8824
C -0.5967 1.6739 3.9991
C -1.7703 0.7992 3.6306
N -2.2366 1.0400 2.2773
C -3.5865 0.5105 2.0248
C -4.6063 1.5652 1.6464
C -5.8719 1.1341 1.2374
C -6.8631 2.0582 0.9053
C -6.5989 3.4302 0.9919
C -5.3378 3.8675 1.4111
C -4.3428 2.9367 1.7415
C -1.2911 1.0542 1.2718
C -1.4591 0.4593 -0.0015
N -0.4074 0.2338 -0.7832
C 0.7418 0.8727 -0.5949
C 0.9822 1.6056 0.6018
C -0.0155 1.5584 1.6063
C 3.7156 0.1803 -0.2826
C 4.4212 -0.8658 -0.8870
H 5.7668 -1.4277 -2.4794
H 5.8971 0.8854 -3.4160
H 4.6138 2.7408 -2.3294
H 3.7943 3.3336 0.2551
H 2.5159 3.2163 -0.9667
H 3.4545 2.8845 2.3397
H 2.1121 4.0055 2.0618
H 2.1629 1.3523 3.5569
H 1.5850 2.9374 4.1440
H -0.0117 1.1773 4.7857
H -0.9778 2.6189 4.4266
H -1.4897 -0.2657 3.7434
H -2.6063 1.0004 4.3044
H -3.5383 -0.2722 1.2536
H -3.9095 0.0217 2.9586
H -6.0619 0.0602 1.1847
H -7.8427 1.7060 0.5815
H -7.3751 4.1537 0.7339
H -5.1242 4.9350 1.4840
H -3.3623 3.2761 2.0784
H -2.4204 0.0995 -0.3780
H 1.4771 0.7736 -1.3959
H 3.1090 -0.0179 0.6034
H 4.3641 -1.8671 -0.4550
```

Output
spin multiplicity = 1
HOMO = -8.99 eV
Kohn-Sham gap = 0.13582 hartree
total charge = +1
LUMO energy = -5.3 eV

What did the second record say?
This record from the Open Molecules 2025 dataset describes one molecule with the formula C6H12O. The level of theory is wB97M-V/def2-TZVPD.

```
19
C6H12O wB97M-V/def2-TZVPD
C -2.1041 -0.8958 0.3540
C -1.3213 0.4338 0.1537
C -1.0362 0.8644 -1.2091
C 0.2773 0.9482 -0.5266
C 1.1644 -0.1811 -0.1241
C 2.5984 0.1755 0.2699
O 0.5451 -0.6448 1.1052
H -1.8020 -1.7208 -0.3045
H -3.1565 -0.6829 0.0759
H -2.1510 -1.2862 1.3812
H -1.5335 1.1317 0.9500
H -1.1624 0.0903 -1.9593
H -1.4512 1.8254 -1.4650
H 0.6594 1.9546 -0.2915
H 1.1663 -0.9908 -0.8686
H 3.2594 0.4104 -0.5699
H 3.0142 -0.6839 0.8079
H 2.5943 1.0237 0.9648
H 0.4201 -1.5918 1.0909
```

Output
energy above the lowest of the compared OMol25 structures with the same formula, charge and spin = 324.8 kJ/mol
spin multiplicity = 1
HOMO = -7.65 eV
Kohn-Sham gap = 0.31933 hartree
SMILES = C[C@@H]1C[C@@H]1[C@@H](C)O
LUMO energy = 1.0 eV

Number 5 is which compound?
C4H8O3

Look up the LUMO energy of the third one.
-6.2 eV

Repeat the fourth record exactly.
This record from the Open Molecules 2025 dataset describes C31H21HfN5S4Se as an isolated structure. The level of theory is wB97M-V/def2-TZVPD.

```
63
C31H21HfN5S4Se wB97M-V/def2-TZVPD
Hf 0.9057 -0.0428 -0.0666
S 1.0474 -2.4490 -0.7271
C 2.0582 -2.5998 0.7176
C 1.8029 -3.5740 1.6856
C 2.6217 -3.6968 2.7880
C 3.7166 -2.8498 2.9516
C 3.9881 -1.8762 2.0117
C 3.1461 -1.7401 0.9083
S 3.4712 -0.5817 -0.4448
C 4.3221 0.7919 0.3654
C 3.4881 2.0135 0.6458
C 4.1749 3.1869 0.9215
C 3.4711 4.3085 1.3051
C 2.0921 4.2207 1.4127
C 1.4612 3.0310 1.1121
C -0.0332 2.9513 1.2823
S -0.7151 2.0565 -0.1315
C -1.9028 0.7730 0.4994
C -3.2909 1.2923 0.3385
C -4.0856 1.4189 1.4015
C -3.7037 0.9765 2.7483
C -2.5813 0.2932 2.9632
C -1.6868 -0.0377 1.8217
S 0.0836 -0.1437 2.2866
N 2.1463 1.9305 0.7015
H 0.9593 -4.2370 1.5460
H 2.4201 -4.4651 3.5220
H 4.3739 -2.9634 3.8024
H 4.8730 -1.2677 2.1325
H 5.1718 1.0521 -0.2638
H 4.7273 0.4311 1.3084
H 5.2532 3.2067 0.8409
H 3.9829 5.2365 1.5222
H 1.5058 5.0747 1.7213
H -0.4692 3.9460 1.3161
H -0.2812 2.4023 2.1916
H -3.5913 1.6460 -0.6405
H -5.0620 1.8697 1.2769
H -4.3665 1.2142 3.5695
H -2.2869 -0.0405 3.9499
Se -4.7534 -2.2873 -5.1334
N -4.6857 -2.2198 -3.3769
C -3.5428 -1.6479 -3.0612
C -3.1192 -1.3979 -1.6988
C -3.8972 -1.8240 -0.5313
C -3.3754 -1.7619 0.6922
C -1.9675 -1.2978 0.9261
N -1.4624 -0.4721 -0.2154
C -1.9389 -0.7646 -1.5315
C -1.0419 -0.4250 -2.6019
N 0.1800 0.0622 -2.2659
C 1.0229 0.3833 -3.2494
C 0.7094 0.2382 -4.5945
C -0.5185 -0.2916 -4.9382
C -1.4162 -0.6387 -3.9291
C -2.7140 -1.2514 -4.1651
N -3.1891 -1.5058 -5.3633
H -4.8867 -2.2230 -0.7063
H -3.9224 -2.1202 1.5556
H -1.3207 -2.1428 1.1695
H 1.9965 0.7614 -2.9565
H 1.4315 0.5199 -5.3464
H -0.7964 -0.4519 -5.9721
```

Output
energy above the lowest of the compared OMol25 structures with the same formula, charge and spin = 279.1 kJ/mol
spin multiplicity = 1
HOMO = -13.65 eV
Kohn-Sham gap = 0.27775 hartree
total charge = +2
LUMO energy = -6.1 eV